C5H12BBr4Na3O3 | the ωB97M-V functional and the def2-TZVPD basis

```
28
Properties=species:S:1:pos:R:3:forces:R:3:nbo_charge:R:1
Na 2.712814 -1.351343 -0.727912 -0.5 1.2 0.0 0.962
Na 1.918059 0.034575 2.589660 0.1 1.0 -0.3 0.972
Na -0.043423 1.461185 0.038660 1.2 0.1 0.2 0.952
C 2.816748 1.880370 0.547894 2.9 3.4 1.2 0.897
O 2.432058 1.124962 -0.407948 -1.1 -2.3 -1.5 -1.011
O 1.986676 2.206505 1.497742 -1.7 -1.4 0.5 -0.983
O 3.969112 2.433520 0.576236 -0.9 -1.4 -0.5 -0.813
B 0.271159 -1.044307 0.838943 -1.3 -1.1 -0.1 -0.762
H 0.102365 -0.812301 -0.258485 -0.1 0.5 -1.9 -0.025
H 1.287610 -1.504895 1.019241 2.5 -1.3 0.3 -0.109
H 0.235883 -0.115688 1.463060 -0.5 2.1 1.4 -0.088
H -0.557453 -1.786223 1.166912 -0.7 -0.9 0.5 -0.008
Br 0.632663 -0.391671 -3.048749 0.6 0.4 -0.4 -0.078
C 1.867951 1.077171 -3.656059 -1.3 0.3 0.2 -0.415
C 1.132059 2.117354 -4.496493 -0.3 -0.7 0.3 -0.446
Br 0.298716 1.264502 -6.053945 0.4 0.4 0.0 -0.017
H 2.673570 0.631550 -4.224618 0.1 -0.2 0.2 0.223
H 2.123035 1.480251 -2.675611 0.6 0.1 -0.1 0.286
H 1.822587 2.907790 -4.781300 0.1 -0.2 -0.4 0.241
H 0.293729 2.583079 -3.987445 0.1 -0.1 0.2 0.221
Br -4.122834 -1.295171 0.853853 0.4 -0.2 0.7 -0.028
C -3.098074 -1.902971 2.443552 0.6 0.1 0.0 -0.431
C -3.884884 -1.657530 3.695688 -0.7 -0.4 0.2 -0.426
Br -2.865744 -2.057380 5.359500 -0.2 0.3 -0.9 -0.031
H -2.155177 -1.363002 2.469484 -0.1 0.2 -0.3 0.240
H -2.853732 -2.950066 2.291657 -0.2 0.0 -0.1 0.228
H -4.736578 -2.332190 3.742705 0.0 0.1 0.1 0.222
H -4.258893 -0.638076 3.723782 0.2 0.1 0.3 0.226
```
Positions in Å, forces in eV/Å.

Results
Energy relative to the best compared isomer or geometry (same formula, charge and spin), eV: 0.191
LUMO energy, eV: -0.9615
E, a.u.: -11231.30063
Frontier orbital gap, Ha: 0.19995